(1)
ORCA calculation (the ωB97M-V functional and the def2-TZVPD basis) on the molecule C3H5NO2 in a non-equilibrium geometry.

Calculated values
Frontier orbital gap in eV: 11.2
Calculated total energy in Ha: -322.51633
Energy above the lowest of the compared OMol25 structures with the same formula, charge and spin in kcal per mole: 36.4
HOMO energy in eV: -10.9

The geometry in ORCA input format:
```
! wB97M-V def2-TZVPD RIJCOSX def2/J DEFGRID3
* xyz 0 1
N 2.465 1.147 0.994
C 1.597 0.505 0.582
C 0.453 -0.271 0.072
O 0.493 -0.332 -1.346
C -0.887 0.374 0.465
O -1.877 -0.258 -0.294
H 0.477 -1.275 0.508
H 0.696 -1.231 -1.631
H -0.861 1.463 0.303
H -1.078 0.193 1.526
H -1.476 -0.314 -1.179
*
```



(2)
ORCA calculation (the ωB97M-V functional and the def2-TZVPD basis) on a 2-piece molecular cluster, CHClN2O overall in a non-equilibrium geometry.

Calculated values
Frontier orbital gap in eV: 10.2
Calculated total energy in Ha: -683.60330
Energy above the lowest of the compared OMol25 structures with the same formula, charge and spin in kcal per mole: 3.7
HOMO energy in eV: -9.7

The geometry in ORCA input format:
```
! wB97M-V def2-TZVPD RIJCOSX def2/J DEFGRID3
* xyz 0 1
C 0.271 -0.275 1.426
N -1.319 0.775 -1.580
N -1.133 -0.034 -2.324
O 1.101 0.284 0.626
Cl -0.042 -1.862 0.825
H 1.122 1.112 1.027
*
```